{
  "formula": "C37H97AsF6N9O12",
  "method": "ωB97M-V with the def2-TZVPD basis set",
  "e_tot_ha": -5698.53805,
  "lumo_energy_ha": 0.085,
  "charge": -1,
  "spin_multiplicity": 1,
  "symbols": ["As", "F", "F", "F", "F", "F", "F", "C", "C", "C", "O", "C", "N", "H", "H", "H", "H", "H", "H", "H", "H", "H", "H", "H", "C", "C", "C", "O", "C", "N", "H", "H", "H", "H", "H", "H", "H", "H", "H", "H", "H", "C", "C", "C", "O", "C", "N", "H", "H", "H", "H", "H", "H", "H", "H", "H", "H", "H", "C", "O", "C", "C", "N", "C", "C", "O", "C", "H", "H", "H", "H", "H", "H", "H", "H", "H", "H", "H", "H", "H", "H", "H", "C", "O", "C", "C", "N", "C", "C", "O", "C", "H", "H", "H", "H", "H", "H", "H", "H", "H", "H", "H", "H", "H", "H", "H", "C", "O", "C", "C", "N", "C", "C", "O", "C", "H", "H", "H", "H", "H", "H", "H", "H", "H", "H", "H", "H", "H", "H", "H", "C", "O", "C", "C", "N", "C", "C", "O", "C", "H", "H", "H", "H", "H", "H", "H", "H", "H", "H", "H", "H", "H", "H", "H", "C", "O", "N", "N", "H", "H", "H", "H"],
  "positions_angstrom": [[-1.2362, 0.5322, -0.7929], [-2.5727, -0.5991, -0.7050], [-0.4783, -0.4317, -2.0393], [0.0869, 1.6808, -0.8601], [-1.9888, 1.5576, 0.4280], [-0.4536, -0.3275, 0.5568], [-2.1214, 1.4393, -2.0072], [-2.9506, 6.5290, 0.8652], [-3.4663, 5.1302, 0.5193], [-4.9773, 4.9633, 0.5313], [-5.4822, 5.1472, 1.8480], [-5.7452, 3.9637, 2.5846], [-2.8368, 4.7230, -0.7321], [-1.8695, 6.6208, 0.7969], [-3.2060, 6.7960, 1.8964], [-3.5248, 7.2865, 0.3246], [-3.1727, 4.4661, 1.3493], [-5.3300, 4.1218, -0.0639], [-5.2808, 5.9406, 0.1322], [-6.2978, 4.1835, 3.4985], [-4.8394, 3.4143, 2.8409], [-6.4470, 3.3093, 2.0554], [-1.8496, 4.9017, -0.8298], [-2.9109, 3.7108, -0.7371], [4.4377, -3.1740, 1.2102], [3.2284, -2.2310, 1.2965], [2.6500, -1.9493, -0.1025], [3.6521, -1.2873, -0.8810], [3.1983, -0.1031, -1.4875], [2.2259, -2.9519, 2.0624], [4.8263, -3.3299, 2.2167], [5.1789, -2.7084, 0.5550], [4.1973, -4.1298, 0.7458], [3.4558, -1.2385, 1.7073], [1.6396, -1.5298, -0.0954], [2.4134, -2.9180, -0.5623], [2.4344, 0.4563, -0.9419], [2.9862, -0.1912, -2.5585], [3.9577, 0.6923, -1.5589], [2.4904, -3.4155, 2.9151], [1.5306, -2.2308, 2.3017], [-4.0239, -1.5219, 5.6888], [-4.3833, -2.8951, 5.0933], [-4.1142, -3.2111, 3.6234], [-4.4996, -2.1311, 2.7882], [-4.0766, -2.2044, 1.4185], [-3.7737, -3.9988, 5.8555], [-4.2535, -1.5809, 6.7584], [-4.7081, -0.7651, 5.3158], [-2.9690, -1.2593, 5.6380], [-5.4553, -3.0032, 5.3038], [-4.6216, -4.1431, 3.3549], [-3.0455, -3.4384, 3.5670], [-4.5930, -1.5103, 0.7576], [-4.1357, -3.2397, 1.0946], [-3.0472, -1.8380, 1.3646], [-3.5793, -3.7339, 6.8089], [-4.4145, -4.7778, 5.8053], [2.6126, -2.7104, 6.1475], [1.8149, -3.2581, 5.1351], [0.4991, -2.7414, 5.0166], [0.3329, -1.2692, 4.7038], [0.9586, -0.7564, 3.4803], [0.7179, 0.6674, 3.2617], [1.7334, 1.2266, 2.2832], [3.0115, 1.1936, 2.8856], [4.0086, 1.7565, 2.0962], [2.2805, -3.0748, 7.1232], [2.5562, -1.6127, 6.1336], [3.6850, -2.8308, 5.9914], [-0.0145, -2.9614, 5.9591], [0.0389, -3.3280, 4.2215], [0.5686, -0.6259, 5.5605], [-0.7278, -1.1873, 4.4353], [1.9660, -0.8831, 3.5527], [0.7499, 1.3412, 4.1249], [-0.2465, 0.6585, 2.7491], [1.3953, 2.2489, 2.0638], [1.6985, 0.7452, 1.3003], [4.9381, 1.9582, 2.6302], [3.7049, 2.7334, 1.6942], [4.2629, 1.1249, 1.2346], [0.9497, 1.5969, -3.7426], [1.9767, 1.8258, -4.7004], [1.9675, 0.9115, -5.8055], [2.1332, -0.5298, -5.3840], [1.9596, -1.4160, -6.5531], [1.7347, -2.8104, -6.1482], [2.8719, -3.4986, -5.4044], [2.5200, -3.9634, -4.1280], [3.4791, -3.7587, -3.1026], [0.7868, 2.5948, -3.3448], [1.2266, 0.9367, -2.9230], [0.0472, 1.1807, -4.1984], [2.8682, 1.1618, -6.3670], [1.0397, 1.1094, -6.3459], [1.4770, -0.8958, -4.5939], [3.1731, -0.6677, -5.0623], [2.7851, -1.3451, -7.1365], [1.3270, -3.4874, -6.9042], [0.8581, -2.7814, -5.4937], [3.5774, -2.6630, -5.2957], [3.3935, -4.2541, -6.0000], [3.1946, -4.3634, -2.2440], [3.4715, -2.7198, -2.7614], [4.4598, -4.0127, -3.5126], [0.2629, 5.4366, -3.4503], [0.3660, 6.0341, -2.1385], [0.6507, 5.0859, -1.1110], [1.9352, 4.2491, -1.3224], [2.9228, 5.3170, -1.1053], [4.2725, 4.7517, -1.2537], [4.7183, 4.7472, -2.7025], [4.5691, 6.0407, -3.2748], [4.8650, 6.0337, -4.6663], [-0.5230, 4.6797, -3.3923], [1.2150, 4.9434, -3.6455], [0.0539, 6.1801, -4.2118], [-0.1802, 4.3671, -1.1418], [0.6323, 5.6803, -0.2025], [1.9325, 3.7474, -2.2891], [1.9763, 3.5181, -0.5156], [2.8726, 6.1164, -1.7227], [4.4304, 3.7162, -0.9433], [4.9432, 5.3616, -0.6402], [4.2181, 3.9733, -3.2942], [5.8069, 4.5926, -2.7389], [4.0629, 5.6321, -5.2887], [5.7730, 5.4334, -4.7751], [5.0713, 7.0544, -4.9824], [-3.4827, -5.8073, 0.8528], [-2.1253, -5.8092, 1.2543], [-1.4184, -4.5869, 1.2361], [-1.3346, -3.8788, -0.1111], [-0.5332, -4.8438, -0.8931], [-0.0818, -4.2968, -2.1693], [-1.1132, -3.5504, -2.9658], [-2.2840, -4.3231, -3.2778], [-3.3465, -3.7397, -3.9636], [-3.7952, -4.9764, 0.2161], [-4.1105, -5.7633, 1.7454], [-3.6654, -6.7006, 0.2567], [-0.4207, -4.7180, 1.6551], [-1.7677, -3.8398, 1.9661], [-0.7770, -2.9422, -0.0882], [-2.2934, -3.7067, -0.6109], [-1.0474, -5.7073, -0.9911], [0.4041, -5.1119, -2.7154], [0.7989, -3.6479, -2.1207], [-0.7693, -3.1703, -3.9358], [-1.5363, -2.6790, -2.4559], [-4.2984, -4.2308, -3.7616], [-3.1427, -3.8287, -5.0373], [-3.5135, -2.6792, -3.7405], [-2.9457, 1.5982, 3.6725], [-3.1366, 1.3732, 4.8760], [-2.3733, 2.7714, 3.3008], [-3.2995, 0.7504, 2.6878], [-2.0540, 3.4287, 3.9814], [-2.3101, 2.9463, 2.3110], [-3.5924, -0.2106, 2.7487], [-3.1635, 1.0559, 1.7346]],
  "forces_ev_per_angstrom": [[-0.3, -0.1, 0.2], [0.5, 0.3, 0.0], [-0.1, 0.2, 0.7], [-0.3, -0.4, 0.1], [0.1, 0.1, -0.4], [-0.3, 0.4, -1.2], [0.5, -0.3, 0.4], [-1.4, 0.2, 1.0], [1.9, -0.5, 0.9], [0.4, 3.0, -0.1], [-0.3, -1.0, 0.5], [-0.4, -0.3, -0.2], [-1.2, -1.0, -0.3], [0.0, 0.0, -0.5], [0.1, -0.3, 0.1], [0.6, 0.0, -0.6], [0.4, 0.1, 0.0], [-0.2, -0.2, 0.3], [-0.6, -0.6, -1.0], [0.4, 0.5, 0.1], [0.0, 0.0, 0.0], [0.3, -0.1, -0.4], [-0.1, 0.5, 0.5], [0.1, -0.1, -0.6], [0.3, 1.2, -0.5], [-0.2, -1.3, -0.3], [0.2, -1.6, 0.0], [-0.8, 0.7, 0.2], [0.7, 1.5, -0.6], [-1.5, 1.1, -0.7], [0.2, -0.1, -0.1], [0.3, -0.1, 0.3], [-0.4, 0.0, 0.2], [0.5, -0.1, 0.3], [0.4, 1.0, 0.2], [0.4, -0.2, 0.0], [-0.6, -0.7, -0.1], [-0.7, -0.6, 0.2], [0.7, -0.5, 0.5], [0.6, 0.2, 0.1], [-0.1, -0.9, 0.1], [-0.2, -0.9, 0.1], [-0.9, -0.2, 1.0], [0.6, 0.7, 0.1], [-0.6, 0.4, -0.1], [0.9, -0.1, 0.8], [0.5, 0.0, -0.6], [0.0, -0.1, 0.0], [0.5, 0.2, -0.4], [-0.1, 0.2, -0.5], [-0.2, 0.4, -0.5], [-0.2, 0.0, -0.1], [0.1, 0.2, -0.2], [-0.7, -0.2, 0.4], [-0.1, 0.1, -0.4], [0.3, -0.5, -0.1], [-0.2, -0.1, 0.1], [0.2, -0.2, 0.4], [-0.4, 1.3, 0.1], [0.8, -0.2, -0.7], [0.3, -0.2, 0.1], [-0.6, 0.5, -0.8], [1.3, -0.2, 1.0], [-0.1, -0.6, -1.3], [-0.7, 0.4, -0.2], [0.0, -0.1, 0.5], [0.4, 0.6, -1.0], [0.3, 0.0, 0.2], [-0.4, 0.0, 0.2], [-0.2, -0.9, -0.2], [-0.3, 0.1, 0.0], [0.0, -0.1, 0.0], [-0.2, -0.1, 0.1], [-0.2, 0.2, 0.8], [0.0, 0.0, 0.1], [-0.3, -0.4, 0.4], [-0.2, 0.8, 0.3], [0.4, 0.3, 0.1], [0.2, -0.5, 0.2], [-0.2, -0.4, 0.5], [-0.2, 0.0, 0.0], [-0.1, -0.1, 0.0], [0.1, 0.5, -0.2], [0.5, -0.6, -0.3], [0.0, 0.7, 1.2], [0.7, -1.0, -0.8], [-0.4, -0.6, -0.2], [-1.4, -0.5, 0.4], [1.0, 1.4, 0.3], [-0.8, -0.4, 0.0], [-0.1, 0.3, -0.6], [-0.6, -0.2, 0.2], [0.2, 0.0, -0.2], [-0.1, 0.2, -0.1], [-0.3, 0.2, -0.4], [0.1, -0.4, -0.4], [-0.2, 0.4, 0.0], [-0.1, 0.3, 0.7], [0.0, 0.0, -0.1], [0.5, 0.5, -0.8], [0.2, 0.1, 0.4], [0.4, -0.3, 0.2], [-0.2, -0.3, 0.0], [0.1, -0.3, -0.2], [0.2, 0.1, -0.1], [0.2, -0.1, 0.5], [0.3, -0.3, 1.6], [0.4, 0.4, -0.9], [-1.4, -1.5, -1.4], [-1.2, 3.2, 0.9], [1.8, -2.4, 0.5], [0.3, 1.1, -0.5], [1.2, 0.6, -0.1], [-0.8, 0.2, -0.4], [0.4, 0.0, 0.7], [-0.1, -0.1, -0.4], [0.0, 0.0, -0.6], [-0.1, 0.2, 0.2], [0.0, -0.1, 0.4], [0.3, -0.3, 0.2], [0.2, 0.0, 0.0], [0.2, 0.0, 0.0], [-0.5, -0.2, -0.3], [-0.7, 0.0, 0.5], [0.2, 0.0, -0.2], [-0.2, 0.1, 0.0], [0.0, -0.7, 0.0], [-0.1, -0.2, 0.1], [0.0, 0.0, -0.5], [0.0, 0.0, 0.1], [0.1, 0.3, 0.1], [0.3, 0.0, -0.4], [-0.3, 2.3, 1.1], [1.0, -2.1, -0.4], [0.5, 1.3, -0.6], [0.3, -1.1, -0.4], [-1.9, 1.0, -1.3], [0.1, -1.7, 1.1], [0.4, 0.6, -0.7], [0.4, 0.1, 0.0], [-0.2, -0.3, 0.0], [-0.1, -0.2, 0.3], [0.2, -0.7, -0.6], [-0.9, -0.3, 0.1], [-0.1, 0.0, 0.5], [-0.2, 0.2, 0.4], [0.0, 0.0, -0.3], [-0.6, -0.2, -0.4], [-0.3, 0.5, 0.8], [0.7, 0.0, 0.2], [0.7, 0.2, 0.4], [0.2, -0.4, 0.2], [-0.2, 0.2, -0.2], [0.3, 0.1, 0.2], [-0.4, -0.5, 2.5], [0.2, -0.1, -0.5], [-0.1, -0.2, -1.5], [-0.1, 0.4, -1.6], [-0.1, 0.0, 0.1], [0.4, 0.3, 0.2], [-0.2, 0.1, 1.1], [0.2, -0.1, 0.2]],
  "mulliken_charge": [1.91, -0.48, -0.36, -0.37, -0.70, -0.21, -0.57, -1.63, 2.03, -0.87, -0.33, -0.39, -0.73, 0.36, 0.42, 0.35, -0.94, 0.44, 0.31, 0.31, 0.05, 0.32, 0.38, 0.22, -1.82, 1.07, 0.71, -0.42, 0.09, -0.45, 0.53, 0.34, 0.32, -0.13, -0.74, 0.07, 0.02, -0.46, 0.40, 0.42, -0.25, -1.55, 0.78, -0.23, -0.53, -0.31, -0.66, 0.50, 0.31, 0.19, 0.15, 0.20, -0.02, 0.35, 0.24, -0.09, 0.22, 0.23, -0.82, -0.34, -0.53, -0.65, 0.68, -0.69, 0.25, -0.49, -0.58, 0.29, 0.29, 0.30, 0.55, 0.03, 0.41, -0.09, 0.39, 0.50, -0.40, 0.59, -0.41, 0.36, 0.27, 0.09, 0.03, -0.28, -1.01, 0.34, -0.40, -0.51, -0.38, -0.20, -0.71, -0.33, -0.30, 0.54, 0.31, 0.37, -0.04, 0.16, 0.31, 0.39, 0.03, 0.38, 0.27, 0.20, 0.21, 0.48, -0.42, -0.47, 0.29, 0.60, -0.44, -0.52, -0.51, -0.37, -0.72, 0.20, 0.10, 0.32, -0.76, 0.51, 0.16, -0.48, 0.40, 0.04, 0.43, 0.22, 0.52, 0.23, 0.32, 0.26, -0.68, -0.48, 0.71, 0.61, -0.32, 0.39, 0.34, -0.46, -0.82, 0.22, 0.25, 0.33, 0.36, -0.63, -0.69, 0.19, 0.35, 0.56, -0.89, 0.30, -0.30, 0.28, 0.31, 0.29, 0.28, -0.79, 0.07, 0.32, 0.19, -0.23, 0.10, 0.04]
}